Record 1
C28H36MgN4O2P2 | wB97M-V/def2-TZVPD

The geometry in XYZ format:
```
73
Properties=species:S:1:pos:R:3:lowdin_charge:R:1
Mg -0.59 1.93 1.04 0.767
C -1.80 1.86 -3.44 -0.115
C -1.94 0.53 -3.32 -0.144
C -1.05 -0.55 -3.82 -0.177
C 0.45 -0.20 -3.88 -0.194
C 0.99 0.50 -2.69 -0.126
C 0.76 1.79 -2.32 -0.115
C 0.44 2.87 -3.30 -0.189
C -0.73 2.52 -4.23 -0.194
C 1.79 0.84 2.95 -0.247
H -2.56 2.59 -3.11 0.106
H -2.92 0.09 -3.11 0.101
H -1.34 -0.93 -4.81 0.123
H -1.15 -1.44 -3.19 0.100
H 0.98 -1.17 -3.90 0.114
H 0.66 0.33 -4.81 0.100
H 1.84 -0.07 -2.25 0.086
H 1.06 2.18 -1.33 0.050
H 1.34 3.15 -3.90 0.131
H 0.16 3.80 -2.79 0.102
H -1.13 3.46 -4.65 0.117
H -0.32 1.90 -5.04 0.098
H 1.06 1.64 2.82 -0.035
H 2.80 1.29 3.12 0.061
H 1.57 0.25 3.85 0.068
P 1.64 -0.13 1.43 0.916
P -1.37 -1.26 1.68 1.116
N 2.73 0.88 0.45 -0.193
N 2.75 -1.42 1.88 -0.186
N -2.18 0.16 0.78 -0.193
N -2.78 -2.23 1.77 -0.241
C 0.77 -0.99 -0.01 -0.379
C -0.48 -1.87 0.20 -0.373
C 2.97 2.25 0.65 -0.183
C 4.06 2.62 -0.11 -0.094
C 4.48 1.47 -0.85 -0.087
C 3.66 0.42 -0.48 -0.142
C 3.80 -1.25 2.79 -0.126
C 4.51 -2.44 2.87 -0.082
C 3.89 -3.38 1.98 -0.072
C 2.80 -2.73 1.40 -0.121
C -2.62 1.41 1.36 -0.246
C -3.02 2.25 0.29 -0.096
C -3.19 1.39 -0.81 -0.113
C -2.64 0.18 -0.52 -0.169
C -3.72 -2.50 0.77 -0.149
C -4.87 -3.02 1.33 -0.083
C -4.65 -3.09 2.76 -0.077
C -3.37 -2.61 3.01 -0.109
H 1.55 -1.58 -0.53 0.061
H 0.49 -0.18 -0.69 0.021
H -1.11 -1.91 -0.70 0.059
H -0.13 -2.88 0.49 0.082
H 2.39 2.80 1.38 0.083
H 4.51 3.61 -0.11 0.097
H 5.28 1.42 -1.58 0.091
H 3.63 -0.62 -0.80 0.106
H 3.94 -0.34 3.32 0.092
H 5.39 -2.57 3.48 0.092
H 4.21 -4.38 1.79 0.082
H 2.07 -3.09 0.69 0.083
H -2.77 1.55 2.43 0.107
H -3.19 3.33 0.36 0.115
H -3.74 1.68 -1.71 0.109
H -2.78 -0.77 -1.08 0.103
H -3.46 -2.37 -0.28 0.089
H -5.75 -3.28 0.79 0.084
H -5.35 -3.44 3.49 0.082
H -2.78 -2.43 3.90 0.091
O -1.30 -0.66 3.90 -0.262
C -1.50 0.57 4.22 -0.517
O -0.93 1.56 3.67 -0.180
H -2.22 0.70 5.06 0.126
```

## Properties
* E_tot: -2340.5795 Ha
* strongest force on any atom: 0.0638 hartree/bohr


Record 2
C28H36N5O7Sn | wB97M-V/def2-TZVPD

The geometry in XYZ format:
```
77
Properties=species:S:1:pos:R:3:lowdin_charge:R:1
Sn 1.14 -1.61 -0.94 1.272
N 3.56 -0.77 -0.71 -0.055
C 3.56 0.64 -1.10 -0.166
C 2.46 1.00 -2.09 -0.569
O 2.54 2.09 -2.66 -0.020
N 1.47 0.11 -2.22 -0.113
C 0.33 0.51 -3.02 -0.139
C -0.95 -0.21 -2.59 -0.646
O -1.98 -0.03 -3.22 0.019
O -0.84 -0.99 -1.56 -0.246
H 3.89 -0.92 0.24 0.076
H 4.11 -1.34 -1.33 0.085
H 4.51 0.97 -1.53 0.115
H 3.38 1.25 -0.21 0.117
H 0.49 0.32 -4.08 0.127
H 0.15 1.59 -2.93 0.122
C -2.09 6.57 1.55 -0.059
C -1.09 5.73 0.80 -0.238
C -0.58 6.18 -0.41 -0.062
C 0.31 5.41 -1.14 -0.075
C 0.74 4.19 -0.64 0.001
C 0.25 3.74 0.58 -0.199
N 0.69 2.48 1.05 0.101
C 1.47 2.28 2.16 -0.187
C 1.87 3.37 2.95 -0.031
C 2.64 3.20 4.08 -0.097
C 3.07 1.93 4.47 -0.109
C 2.72 0.85 3.68 -0.039
C 1.94 0.99 2.53 -0.065
C 1.71 -0.27 1.73 -0.609
O 2.22 -1.33 2.08 -0.011
O 0.98 -0.14 0.66 -0.230
C -0.69 4.48 1.30 -0.177
C -1.30 3.95 2.57 -0.036
H -2.20 7.55 1.08 0.069
H -1.78 6.72 2.59 0.078
H -3.07 6.10 1.58 0.080
H -0.90 7.14 -0.80 0.101
H 0.69 5.76 -2.09 0.103
H 1.45 3.59 -1.19 0.097
H 0.61 1.67 0.44 0.118
H 1.57 4.37 2.65 0.108
H 2.92 4.07 4.66 0.097
H 3.67 1.79 5.35 0.089
H 3.04 -0.15 3.92 0.111
H -0.86 4.41 3.46 0.085
H -1.15 2.88 2.65 0.080
H -2.37 4.15 2.60 0.074
C -1.56 -3.62 3.19 -0.152
C -2.46 -2.53 2.58 -0.151
C -1.80 -2.25 1.23 -0.209
O -1.22 -3.50 0.86 -0.195
C -0.59 -3.96 2.04 -0.199
H -2.14 -4.50 3.48 0.097
H -1.02 -3.27 4.07 0.103
H -2.51 -1.63 3.20 0.105
H -3.48 -2.90 2.44 0.102
H -1.01 -1.49 1.34 0.100
H -2.46 -1.93 0.43 0.123
H 0.37 -3.45 2.17 0.109
H -0.41 -5.03 1.92 0.118
N 1.83 -4.71 -3.77 0.123
C 0.69 -4.50 -3.68 -0.333
N -0.60 -4.23 -3.60 -0.097
C -1.32 -4.11 -2.33 -0.136
C -2.33 -5.23 -2.22 -0.175
O -3.19 -5.27 -3.35 -0.130
C -2.46 -5.46 -4.55 -0.201
C -1.46 -4.33 -4.77 -0.116
H -1.81 -3.13 -2.30 0.120
H -0.62 -4.15 -1.49 0.085
H -2.96 -5.07 -1.35 0.126
H -1.82 -6.19 -2.12 0.127
H -3.19 -5.49 -5.36 0.122
H -1.93 -6.42 -4.51 0.125
H -1.99 -3.39 -4.90 0.134
H -0.85 -4.53 -5.65 0.129
```

## Properties
* total charge: -1
* E_tot: -2103.5268 Ha
* strongest force on any atom: 0.0030 hartree/bohr


Record 3
C28H37BCl3F4IrN3O6SeSi | wB97M-V/def2-TZVPD

The geometry in XYZ format:
```
85
Properties=species:S:1:pos:R:3:mulliken_spin:R:1
Ir -0.11 0.42 0.53 -0.002
O 1.14 0.40 2.17 0.001
C 2.36 0.61 2.14 -0.001
C 3.20 0.35 1.02 0.001
C 4.58 0.59 1.15 -0.001
C 5.41 0.30 0.11 0.000
C 4.91 -0.21 -1.10 -0.002
C 3.58 -0.44 -1.25 0.002
C 2.66 -0.21 -0.18 0.003
O 1.44 -0.54 -0.39 0.005
N 6.85 0.51 0.26 0.000
O 7.24 0.99 1.31 0.000
O 7.56 0.19 -0.67 0.000
H 2.81 0.97 3.07 0.000
H 4.98 1.00 2.07 0.000
H 5.61 -0.39 -1.91 0.000
H 3.18 -0.82 -2.18 0.000
C -4.44 -0.09 4.07 0.000
C -5.30 -0.62 2.94 0.000
C -5.34 0.30 1.72 0.004
C -4.02 0.39 0.96 -0.016
N -3.60 -0.92 0.46 0.097
C -2.63 -1.70 0.97 0.037
Se -1.22 -1.07 2.08 -0.001
N -2.74 -2.94 0.42 0.109
C -2.06 -4.11 0.75 0.701
C -1.59 -4.49 2.11 -0.060
C -2.50 -5.57 2.72 0.047
C -3.91 -5.05 2.96 0.018
C -3.77 -2.92 -0.52 -0.021
C -4.29 -3.91 -1.35 -0.008
C -5.33 -3.54 -2.17 0.013
C -5.85 -2.24 -2.17 -0.003
C -5.36 -1.27 -1.32 0.012
C -4.31 -1.64 -0.49 -0.012
H -4.52 -0.72 4.96 0.000
H -4.74 0.92 4.35 0.000
H -3.38 -0.04 3.80 0.000
H -6.33 -0.75 3.30 0.000
H -4.97 -1.62 2.64 -0.001
H -5.58 1.32 2.04 0.000
H -6.14 -0.02 1.04 0.000
H -3.22 0.78 1.57 0.004
H -4.10 1.05 0.09 0.000
H -0.83 -3.26 -1.49 -0.008
H -2.21 -4.89 0.02 0.052
H -1.56 -3.62 2.77 -0.003
H -0.57 -4.86 2.04 0.032
H -2.06 -5.89 3.67 0.004
H -2.52 -6.44 2.07 -0.006
H -3.91 -4.18 3.62 -0.001
H -4.54 -5.81 3.43 0.001
H -4.40 -4.76 2.03 -0.013
H -3.89 -4.92 -1.37 0.002
H -5.76 -4.28 -2.85 0.000
H -6.66 -2.00 -2.84 0.000
H -5.76 -0.27 -1.32 0.001
F -0.71 2.28 1.54 0.001
B -1.76 3.33 1.89 -0.001
F -1.87 4.09 0.74 0.000
F -2.93 2.65 2.18 0.000
F -1.25 4.00 2.97 0.000
C 0.31 -0.94 -4.54 0.000
Si -0.86 -2.16 -3.72 0.002
C -0.84 -3.79 -4.67 0.000
C -2.64 -1.52 -3.67 -0.002
C -0.27 -2.46 -1.98 0.020
H -0.09 -0.54 -5.48 0.000
H 1.26 -1.44 -4.78 0.000
H 0.53 -0.10 -3.88 0.000
H -1.13 -3.67 -5.71 0.000
H -1.52 -4.51 -4.21 0.000
H 0.17 -4.23 -4.65 0.000
H -2.90 -0.96 -4.56 0.000
H -2.80 -0.87 -2.81 0.001
H -3.33 -2.36 -3.60 0.000
H 0.79 -2.73 -1.96 0.000
H -0.37 -1.55 -1.37 -0.017
Cl -1.03 4.31 -2.33 0.000
C -1.79 2.73 -2.25 0.000
Cl -3.48 2.87 -1.79 0.000
Cl -1.67 1.94 -3.84 0.000
C -1.04 1.82 -1.28 -0.003
O -1.67 0.89 -0.68 0.007
O 0.19 1.91 -1.11 0.003
```

## Properties
* E_tot: -6305.1549 Ha
* strongest force on any atom: 0.0374 hartree/bohr
* spin multiplicity: 2


Record 4
C28H38As3MnN3O4 | wB97M-V/def2-TZVPD

The geometry in XYZ format:
```
77
Properties=species:S:1:pos:R:3:mulliken_spin:R:1
Mn -0.41 -0.06 -1.50 0.004
C 3.86 -0.76 -1.33 0.000
C 4.41 0.42 -1.81 0.000
C 3.56 1.43 -2.23 0.000
C 2.19 1.26 -2.13 0.001
N 1.66 0.16 -1.55 0.001
C 2.49 -0.84 -1.22 0.000
C 1.19 2.11 -2.77 -0.002
C 1.48 3.16 -3.63 0.000
C 0.47 3.71 -4.41 0.000
C -0.81 3.17 -4.32 0.000
C -1.03 2.15 -3.40 0.000
N -0.07 1.66 -2.62 0.000
H 4.48 -1.59 -1.05 0.000
H 5.49 0.54 -1.89 0.000
H 3.97 2.34 -2.66 0.000
H 2.03 -1.75 -0.85 0.000
H 2.50 3.52 -3.73 0.000
H 0.68 4.52 -5.09 0.000
H -1.61 3.52 -4.94 0.000
H -2.02 1.72 -3.30 0.000
C -2.43 3.28 -1.00 0.001
As -1.86 1.57 -0.24 0.002
C -3.63 0.92 0.21 0.000
C -1.09 2.41 1.38 -0.005
C -0.73 1.60 2.64 -0.030
C -1.99 1.01 3.27 -0.002
C 0.30 0.50 2.32 0.024
As -0.08 -0.85 0.91 0.001
C -1.53 -1.97 1.58 0.000
C 1.38 -2.02 1.50 -0.001
C -0.11 2.67 3.58 0.110
As 0.53 2.30 5.43 0.806
C -0.55 1.11 6.53 0.036
C 2.33 1.57 5.39 0.041
H -3.02 3.77 -0.23 0.000
H -3.06 3.14 -1.87 0.000
H -1.59 3.92 -1.26 0.000
H -4.09 1.60 0.93 0.000
H -3.65 -0.10 0.60 0.000
H -4.22 0.94 -0.71 0.000
H -1.83 3.17 1.65 -0.002
H -0.21 2.93 0.99 0.000
H -2.51 0.37 2.55 0.003
H -2.68 1.80 3.57 -0.001
H -1.75 0.41 4.15 -0.010
H 0.50 -0.08 3.22 -0.027
H 1.24 0.95 1.99 0.005
H -1.53 -1.95 2.67 0.000
H -1.32 -2.98 1.23 0.000
H -2.51 -1.68 1.20 0.000
H 1.12 -2.33 2.51 0.000
H 2.33 -1.49 1.51 0.001
H 1.44 -2.90 0.88 0.000
H -0.86 3.45 3.74 -0.007
H 0.76 3.14 3.12 -0.011
H -1.60 1.39 6.49 0.000
H -0.20 1.21 7.55 0.001
H -0.40 0.09 6.20 0.032
H 2.93 2.09 4.65 -0.002
H 2.28 0.50 5.19 0.030
H 2.78 1.72 6.37 0.000
O -0.40 -6.01 -4.86 0.000
C 0.17 -6.86 -5.50 0.000
O 0.65 -7.64 -6.15 0.000
C -0.23 -5.25 -3.63 0.000
C 0.18 -5.88 -2.48 0.000
C 0.25 -5.07 -1.34 0.000
N -0.07 -3.78 -1.34 0.000
C -0.47 -3.22 -2.48 -0.001
C -0.57 -3.92 -3.69 0.000
C -0.89 -1.78 -2.41 0.004
O -0.41 -0.90 -3.19 -0.001
O -1.68 -1.38 -1.49 -0.002
H 0.42 -6.93 -2.42 0.000
H 0.56 -5.50 -0.40 0.000
H -0.92 -3.45 -4.60 0.000
```

## Properties
* total charge: +4
* E_tot: -9411.7914 Ha
* strongest force on any atom: 0.0875 hartree/bohr
* spin multiplicity: 2


Record 5
C28H38BBrN6O2S7Zn | wB97M-V/def2-TZVPD

The geometry in XYZ format:
```
84
Properties=species:S:1:pos:R:3:lowdin_charge:R:1
Zn -1.52 -1.41 -1.44 0.074
C -2.10 1.17 -4.53 -0.110
C -2.41 2.50 -3.86 -0.537
C -2.00 3.63 -4.82 -0.046
C -3.91 2.56 -3.57 -0.042
N -1.67 2.74 -2.58 0.017
C -1.86 3.95 -1.93 -0.072
C -0.96 4.03 -0.94 -0.078
N -0.22 2.87 -0.95 0.018
B 0.91 2.74 0.11 -0.613
N 2.07 1.87 -0.43 0.021
C 2.66 2.28 -1.61 -0.109
C 3.40 1.27 -2.09 -0.083
N 3.28 0.21 -1.21 -0.007
C 2.48 0.60 -0.15 -0.697
S 2.16 -0.27 1.26 0.697
C 3.77 -1.17 -1.47 -0.548
C 2.57 -2.12 -1.56 -0.038
C 4.49 -1.19 -2.81 -0.068
C 4.77 -1.59 -0.39 -0.060
N 0.39 2.33 1.50 0.020
C 1.16 2.59 2.60 -0.117
C 0.62 1.97 3.66 -0.085
N -0.52 1.31 3.21 -0.005
C -0.68 1.57 1.87 -0.686
S -2.00 1.10 0.92 0.659
C -1.37 0.44 4.06 -0.550
C -2.77 1.04 4.19 -0.059
C -1.39 -0.97 3.48 -0.034
C -0.76 0.37 5.46 -0.070
C -0.68 2.05 -1.93 -0.640
S -0.06 0.50 -2.29 0.691
H -2.69 1.13 -5.45 0.087
H -2.38 0.33 -3.92 -0.019
H -1.04 1.07 -4.79 0.058
H -2.49 3.47 -5.78 0.079
H -0.92 3.61 -4.98 0.088
H -2.28 4.61 -4.45 0.066
H -4.45 2.42 -4.50 0.086
H -4.21 3.51 -3.14 0.068
H -4.18 1.75 -2.88 0.033
H -2.62 4.65 -2.23 0.105
H -0.79 4.79 -0.21 0.116
H 1.37 3.87 0.24 0.114
H 2.46 3.25 -2.03 0.117
H 3.95 1.20 -3.01 0.099
H 1.87 -1.77 -2.33 0.061
H 2.02 -2.17 -0.62 0.031
H 2.92 -3.12 -1.83 0.090
H 3.82 -0.94 -3.64 0.087
H 4.86 -2.21 -2.98 0.083
H 5.35 -0.51 -2.83 0.077
H 4.31 -1.56 0.59 0.020
H 5.64 -0.93 -0.40 0.080
H 5.11 -2.61 -0.60 0.079
H 2.07 3.16 2.52 0.114
H 0.96 1.92 4.68 0.096
H -3.28 1.05 3.22 0.029
H -2.71 2.06 4.56 0.083
H -3.35 0.44 4.90 0.078
H -1.81 -1.00 2.48 0.040
H -2.01 -1.62 4.13 0.092
H -0.38 -1.38 3.45 0.084
H -0.75 1.34 5.96 0.078
H 0.26 -0.03 5.43 0.085
H -1.37 -0.31 6.05 0.082
S -1.17 -2.97 -3.20 -0.078
S -2.83 -2.41 -4.32 -0.208
S -4.33 -2.25 -2.93 -0.156
S -3.72 -0.70 -1.68 -0.036
Br 2.07 -6.04 5.14 0.643
C 1.05 -5.15 3.78 -0.695
C -0.26 -5.53 3.57 -0.141
C -0.99 -4.88 2.59 -0.020
C -0.42 -3.87 1.83 -0.122
C 0.90 -3.51 2.06 -0.035
C 1.65 -4.14 3.04 -0.123
C -1.26 -3.17 0.76 -0.629
O -2.45 -3.46 0.68 0.020
O -0.61 -2.31 0.08 -0.162
H -0.70 -6.32 4.17 0.088
H -2.03 -5.14 2.39 0.114
H 1.33 -2.70 1.48 0.029
H 2.67 -3.85 3.23 0.096
```

## Properties
* total charge: -2
* E_tot: -8734.6761 Ha
* strongest force on any atom: 0.0030 hartree/bohr


Record 6
C28H38BN8O6S3W | wB97M-V/def2-TZVPD

The geometry in XYZ format:
```
85
Properties=species:S:1:pos:R:3:lowdin_charge:R:1
W 0.65 -1.49 -0.87 1.396
O -0.18 -4.97 1.24 0.231
C 0.39 -3.92 0.73 -0.411
O -0.29 -2.94 0.39 -0.140
C 1.82 -3.84 0.59 -0.146
C 2.80 -4.78 0.87 0.064
C 4.12 -4.46 0.64 0.013
C 4.44 -3.21 0.11 0.075
C 3.40 -2.33 -0.16 -0.127
N 2.14 -2.63 0.10 -0.002
C 3.50 -0.93 -0.73 -0.532
O 4.54 -0.39 -1.00 0.143
O 2.31 -0.39 -0.79 -0.324
H -1.15 -4.84 1.23 0.164
H 2.49 -5.75 1.25 0.138
H 4.91 -5.16 0.86 0.128
H 5.45 -2.92 -0.11 0.141
C -3.75 -1.49 3.58 -0.029
C -3.94 -1.11 2.11 -0.531
C -3.73 -2.37 1.27 -0.063
C -5.34 -0.56 1.86 -0.016
N -2.98 0.01 1.81 0.027
C -2.93 1.09 2.68 -0.037
C -2.05 1.98 2.19 -0.030
N -1.55 1.47 1.02 0.014
B -0.56 2.28 0.15 -0.565
N -1.06 2.33 -1.32 0.036
C -2.07 3.23 -1.62 -0.035
C -2.38 3.09 -2.92 -0.025
N -1.57 2.10 -3.44 0.018
C -0.77 1.65 -2.44 -0.637
S 0.48 0.48 -2.62 0.782
C -1.65 1.60 -4.85 -0.534
C -2.71 2.42 -5.59 -0.055
C -2.08 0.13 -4.84 -0.020
C -0.31 1.81 -5.56 -0.043
N 0.93 1.85 0.34 0.039
C 1.90 2.77 0.01 -0.026
C 2.98 2.54 0.79 -0.021
N 2.69 1.46 1.61 0.028
C 1.45 1.02 1.27 -0.585
S 0.68 -0.49 1.65 0.774
C 3.61 1.13 2.74 -0.531
C 5.01 0.84 2.19 -0.016
C 3.67 2.36 3.65 -0.022
C 3.15 -0.06 3.57 -0.073
C -2.12 0.27 0.79 -0.628
S -1.81 -0.64 -0.65 0.774
H -4.45 -2.29 3.82 0.094
H -3.94 -0.67 4.26 0.074
H -2.74 -1.86 3.75 0.096
H -4.36 -3.15 1.69 0.096
H -2.69 -2.69 1.31 0.053
H -4.01 -2.22 0.24 0.069
H -6.08 -1.32 2.12 0.096
H -5.47 -0.31 0.80 0.095
H -5.54 0.33 2.45 0.085
H -3.55 1.16 3.56 0.122
H -1.74 2.93 2.58 0.131
H -0.62 3.41 0.56 0.128
H -2.47 3.90 -0.88 0.128
H -3.10 3.64 -3.49 0.118
H -3.70 2.32 -5.13 0.087
H -2.78 2.04 -6.61 0.098
H -2.44 3.48 -5.64 0.092
H -3.16 0.05 -4.71 0.089
H -1.59 -0.43 -4.04 0.039
H -1.81 -0.34 -5.78 0.096
H 0.01 2.85 -5.47 0.095
H -0.44 1.58 -6.62 0.092
H 0.46 1.16 -5.16 0.039
H 1.73 3.53 -0.73 0.141
H 3.92 3.06 0.82 0.131
H 5.46 1.72 1.73 0.089
H 5.00 0.04 1.45 0.070
H 5.65 0.53 3.02 0.097
H 3.94 3.26 3.10 0.081
H 4.42 2.20 4.42 0.095
H 2.71 2.53 4.14 0.096
H 3.20 -0.99 3.01 0.063
H 2.13 0.07 3.93 0.062
H 3.81 -0.14 4.43 0.096
O 1.60 -2.19 -2.44 -0.297
N 0.64 -3.07 -2.06 -0.217
O -0.53 -2.38 -2.17 -0.404
```

## Properties
* total charge: +1
* E_tot: -3265.7417 Ha
* strongest force on any atom: 0.0549 hartree/bohr